(1)
7
Properties=species:S:1:pos:R:3 method="wB97M-V/def2-TZVPD" total_charge=0 multiplicity=3 e_tot_ha=-762.5840 e_above_lowest_kcal_mol=2.5 homo_lumo_gap_ev="7.338 / 8.249" homo_energy_ev="-6.8 / -11.9" lumo_energy_ha="0.020 / -0.133"
C 1.118 -0.491 -1.373
C -0.685 0.398 1.082
O 2.177 -0.850 -1.371
O 0.045 -0.108 -1.342
O -0.016 -0.566 1.302
Cl -2.437 0.329 0.958
H -0.202 1.288 0.744


(2)
10
Properties=species:S:1:pos:R:3 method="wB97M-V/def2-TZVPD" total_charge=-2 e_tot_ha=-918.8935 e_above_lowest_kcal_mol=24.7 homo_lumo_gap_ev=6.065 homo_energy_ev=0.9 lumo_energy_ha=0.256
C -1.411 0.922 -0.133
C 1.615 0.116 0.379
O -1.255 -0.235 -0.159
O 0.344 -2.473 0.386
O -1.109 1.933 -0.727
O 1.006 -1.417 -1.812
F -2.619 1.145 0.739
F 1.585 0.315 1.752
P 0.733 -1.266 -0.362
H 1.111 0.961 -0.063


(3)
8
Properties=species:S:1:pos:R:3 method="wB97M-V/def2-TZVPD" total_charge=0 e_tot_ha=-485.7314 e_above_lowest_kcal_mol=110.4 homo_lumo_gap_ev="9.568 / 9.216" homo_energy_ev="-12.0 / -11.7" lumo_energy_ha="-0.090 / -0.092"
C -2.001 0.162 -0.301
C 1.807 -0.140 0.096
N -3.142 0.383 -0.027
N 1.057 0.920 -0.260
F 1.233 -1.084 0.874
F 2.250 -0.768 -1.019
F 2.917 0.278 0.723
H -4.121 0.249 -0.086


(4)
8
Properties=species:S:1:pos:R:3 method="wB97M-V/def2-TZVPD" total_charge=0 e_tot_ha=-773.8320 e_above_lowest_kcal_mol=66.0 homo_lumo_gap_ev=8.596 homo_energy_ev=-9.0 lumo_energy_ha=-0.015
C 1.686 1.614 -0.349
C -1.305 -0.931 0.134
F 1.750 1.288 0.958
F 2.849 1.283 -0.821
F -2.397 -1.329 -0.461
F -1.677 -0.069 1.135
I 0.015 0.042 -1.333
H -0.921 -1.898 0.736


(5)
9
Properties=species:S:1:pos:R:3 method="wB97M-V/def2-TZVPD" total_charge=0 e_tot_ha=-606.1234 e_above_lowest_kcal_mol=90.6 homo_lumo_gap_ev=10.407 homo_energy_ev=-10.0 lumo_energy_ha=0.015
C 0.225 -1.338 -0.636
C -2.291 -0.196 0.099
N -0.420 -0.794 0.473
O 0.568 -0.046 -0.192
F 1.088 -2.303 -0.456
F -2.340 1.164 0.127
F -2.651 -0.618 -1.050
F -2.989 -0.707 1.044
H -0.078 -1.333 -1.765


(6)
10
Properties=species:S:1:pos:R:3 method="wB97M-V/def2-TZVPD" total_charge=0 e_tot_ha=-681.3354 e_above_lowest_kcal_mol=43.2 homo_lumo_gap_ev=11.075 homo_energy_ev=-11.9 lumo_energy_ha=-0.031
C 0.519 -0.215 0.198
C -0.008 0.924 -0.699
N -0.584 -0.950 0.925
O -1.140 -1.809 0.298
O -0.801 -0.592 2.044
F 1.471 0.180 1.031
F 0.712 2.029 -0.554
F 0.030 0.582 -1.990
F -1.283 1.216 -0.416
H 1.085 -1.366 -0.838


(7)
8
Properties=species:S:1:pos:R:3 method="wB97M-V/def2-TZVPD" total_charge=0 e_tot_ha=-576.0025 e_above_lowest_kcal_mol=95.4 homo_lumo_gap_ev="10.447 / 8.451" homo_energy_ev="-9.9 / -8.9" lumo_energy_ha="0.018 / -0.016"
C -0.164 1.288 0.946
C 0.047 -1.183 -0.913
F 0.883 2.003 0.610
F -0.017 0.681 2.105
F 0.884 -1.992 -0.265
F -1.101 -1.782 -1.190
F 0.616 -0.688 -2.007
H -1.147 1.674 0.713


(8)
17
Properties=species:S:1:pos:R:3 method="wB97M-V/def2-TZVPD" total_charge=0 e_tot_ha=-2028.0861 homo_lumo_gap_ev=7.599 homo_energy_ev=-9.2 lumo_energy_ha=-0.058
N 0.028 -0.450 0.165
S 0.979 -0.028 -1.104
O 1.487 -1.270 -1.659
O 0.319 0.934 -1.970
C 2.415 0.772 -0.197
F 3.511 0.549 -0.910
F 2.466 0.667 1.362
F 2.205 2.083 -0.284
S -1.301 0.333 0.635
O -1.409 1.758 0.424
O -1.422 -0.241 2.009
C -2.709 -0.464 -0.321
F -2.729 0.010 -1.545
F -2.541 -1.768 -0.332
F -3.822 -0.155 0.312
H 2.144 -1.399 1.292
Mg 0.378 -1.331 2.124


(9)
16
Properties=species:S:1:pos:R:3 method="wB97M-V/def2-TZVPD" total_charge=0 e_tot_ha=-2114.5690 homo_lumo_gap_ev=9.121 homo_energy_ev=-9.2 lumo_energy_ha=-0.002
C -1.256 -1.258 1.759
C 0.281 2.088 -0.998
O 0.339 -2.542 -0.024
O -0.794 -0.292 -0.507
O -0.750 0.461 -2.856
O 1.302 -0.308 -1.730
F -1.048 -2.239 2.632
F -2.443 -1.420 1.209
F -1.215 -0.100 2.413
F -0.394 2.958 -1.726
F -0.160 2.149 0.256
F 1.565 2.412 -1.013
P 1.718 -0.037 1.132
S 0.205 -1.241 0.528
S 0.042 0.341 -1.697
H 2.610 -0.971 0.624


(10)
12
Properties=species:S:1:pos:R:3 method="wB97M-V/def2-TZVPD" total_charge=0 smiles="OP(=S)(C(F)(F)F)C(F)(F)F" e_tot_ha=-1490.8090 e_above_lowest_kcal_mol=0.0 homo_lumo_gap_ev=9.637 homo_energy_ev=-9.6 lumo_energy_ha=0.001
O -0.308 -0.774 1.592
P 0.051 -0.670 0.001
S 0.782 -2.376 -0.971
C 1.385 0.717 -0.102
F 1.002 2.026 -0.004
F 2.089 0.651 -1.212
F 2.130 0.571 1.004
C -1.629 0.125 -0.540
F -2.448 -0.850 -0.841
F -2.066 0.752 0.501
F -1.488 0.910 -1.637
H 0.501 -1.082 2.210


(11)
8
Properties=species:S:1:pos:R:3 method="wB97M-V/def2-TZVPD" total_charge=0 smiles="O=[N+]([O-])/C=C(/F)I" e_tot_ha=-679.4441 e_above_lowest_kcal_mol=7.8 homo_lumo_gap_ev=9.502 homo_energy_ev=-10.2 lumo_energy_ha=-0.026
O 0.830 -0.120 1.668
N 0.904 0.600 0.697
O 1.657 1.540 0.579
C 0.057 0.332 -0.409
C -0.899 -0.590 -0.479
F -1.592 -0.741 -1.593
I -1.482 -1.921 1.014
H 0.524 0.899 -1.477


(12)
7
Properties=species:S:1:pos:R:3 method="wB97M-V/def2-TZVPD" total_charge=+1 e_tot_ha=-926.6922 e_above_lowest_kcal_mol=100.0 homo_lumo_gap_ev="8.827 / 8.827" homo_energy_ev="-12.9 / -12.9" lumo_energy_ha="-0.151 / -0.151"
O -1.317 1.079 -0.098
C 0.466 0.911 0.264
C -0.722 0.102 0.383
O -0.093 -0.929 0.021
K -0.447 -3.652 -0.909
F 1.104 1.289 -0.827
H 1.009 1.200 1.167


(13)
8
Properties=species:S:1:pos:R:3 method="wB97M-V/def2-TZVPD" total_charge=0 e_tot_ha=-507.1154 homo_lumo_gap_ev="4.595 / 4.596" homo_energy_ev="-5.9 / -5.9" lumo_energy_ha="-0.049 / -0.049"
F -0.014 -1.977 -1.037
O 0.966 1.047 0.631
C 0.845 0.111 -0.364
C -0.194 -0.764 -0.410
O -1.388 -0.529 0.001
Li -0.171 0.132 2.383
Tl -1.492 1.681 0.057
H 1.448 0.298 -1.260


(14)
6
Properties=species:S:1:pos:R:3 method="wB97M-V/def2-TZVPD" total_charge=0 e_tot_ha=-327.0433 e_above_lowest_kcal_mol=63.7 homo_lumo_gap_ev=9.047 homo_energy_ev=-9.5 lumo_energy_ha=-0.016
C 1.550 0.386 0.460
C -1.852 -0.404 -0.847
O 1.715 0.647 -0.653
O 1.514 0.091 1.545
F -2.247 -0.568 0.360
H -0.681 -0.151 -0.865


(15)
6
Properties=species:S:1:pos:R:3 method="wB97M-V/def2-TZVPD" total_charge=+1 multiplicity=2 e_tot_ha=-1410.1090 e_above_lowest_kcal_mol=80.1 homo_lumo_gap_ev="7.022 / 3.957" homo_energy_ev="-12.1 / -12.0" lumo_energy_ha="-0.186 / -0.297"
H -0.141 0.032 1.822
C -0.245 -0.217 0.053
C 0.692 -0.153 1.006
O -0.816 -0.022 -0.964
F 1.573 -1.136 1.134
Yb -1.062 1.496 -3.051


(16)
7
Properties=species:S:1:pos:R:3 method="wB97M-V/def2-TZVPD" total_charge=+3 multiplicity=2 e_tot_ha=-2225.5901 e_above_lowest_kcal_mol=14.8 homo_lumo_gap_ev="8.033 / 9.648" homo_energy_ev="-27.9 / -29.9" lumo_energy_ha="-0.730 / -0.746"
O 0.517 0.863 1.121
O -2.293 -0.590 1.026
O 0.715 -0.011 -0.701
C -1.316 -0.410 0.435
C -0.193 0.467 0.165
Ga 1.024 -0.692 -2.262
H 1.547 0.373 0.217


(17)
6
Properties=species:S:1:pos:R:3 method="wB97M-V/def2-TZVPD" total_charge=+1 multiplicity=9 e_tot_ha=-992.4984 e_above_lowest_kcal_mol=62.9 homo_lumo_gap_ev="8.855 / 4.803" homo_energy_ev="-14.3 / -12.9" lumo_energy_ha="-0.199 / -0.296"
C -2.133 -0.585 0.124
C -2.534 -1.677 0.508
H -3.081 -2.548 0.817
O 2.359 0.677 0.383
Gd 0.571 1.598 -0.393
O -1.407 0.387 -0.215


(18)
8
Properties=species:S:1:pos:R:3 method="wB97M-V/def2-TZVPD" total_charge=0 e_tot_ha=-836.3637 e_above_lowest_kcal_mol=29.1 homo_lumo_gap_ev="7.618 / 7.617" homo_energy_ev="-8.9 / -8.9" lumo_energy_ha="-0.048 / -0.048"
N 2.638 3.935 -0.103
C 1.757 3.253 0.105
N 0.596 2.700 0.120
C 0.714 1.162 -0.057
I 2.542 0.147 0.018
N -0.385 0.430 0.013
I -2.281 0.986 -0.038
H -0.107 -0.480 0.156


(19)
8
Properties=species:S:1:pos:R:3 method="wB97M-V/def2-TZVPD" total_charge=0 e_tot_ha=-836.3178 e_above_lowest_kcal_mol=57.9 homo_lumo_gap_ev=8.129 homo_energy_ev=-8.6 lumo_energy_ha=-0.018
C 3.215 0.537 -0.775
C 0.893 1.216 0.170
N 3.056 -0.659 -0.715
N 3.349 1.717 -1.017
N 0.085 1.225 1.029
I 4.267 -1.890 0.298
I 2.597 3.098 0.151
H -0.765 1.528 1.545


(20)
8
Properties=species:S:1:pos:R:3 method="wB97M-V/def2-TZVPD" total_charge=0 e_tot_ha=-1565.1276 e_above_lowest_kcal_mol=75.8 homo_lumo_gap_ev="7.581 / 6.462" homo_energy_ev="-8.4 / -8.0" lumo_energy_ha="-0.028 / -0.056"
C 1.218 -0.174 -1.362
C -0.979 -0.145 1.061
I 2.656 0.171 0.058
I 0.223 1.201 -2.545
I -0.025 -1.161 2.558
I -0.874 1.977 1.164
I -2.873 -0.758 0.515
H 0.653 -1.111 -1.450